14
Properties=species:S:1:pos:R:3 method="wB97M-V/def2-TZVPD" smiles="C=C(CO)OC" homo_lumo_gap_ev=10.27 fmax_ha_per_bohr=0.1802 de_lowest_kcal_mol=125.59
C -0.26 -1.54 -0.93
C -0.28 -0.49 -0.13
C -1.44 0.67 -0.07
O -0.60 1.82 -0.24
O 0.68 0.21 0.54
C 1.62 -0.75 0.78
H 0.36 -2.31 -1.38
H -0.91 -1.45 -1.88
H -2.07 0.50 -0.79
H -1.76 0.95 0.99
H 0.16 1.86 0.42
H 2.45 -0.41 1.40
H 1.27 -1.57 1.12
H 2.11 -1.14 -0.15


115
Properties=species:S:1:pos:R:3 method="wB97M-V/def2-TZVPD" homo_lumo_gap_ev=7.84 fmax_ha_per_bohr=0.1682 de_lowest_kcal_mol=80.75
Ag -3.59 -1.86 1.10
C -0.44 -1.08 0.58
O -1.34 -2.15 0.36
H -0.30 -0.92 1.65
H 0.47 -1.19 0.01
H -0.82 -0.10 0.31
C -2.94 1.31 2.88
C -3.66 1.88 1.55
C -2.99 2.96 0.76
O -3.81 3.41 -0.26
C -3.24 4.28 -1.23
N -3.84 0.71 0.68
H -3.52 0.61 3.49
H -2.57 2.12 3.51
H -2.00 0.83 2.62
H -4.69 2.08 1.86
H -2.00 2.59 0.47
H -2.62 3.79 1.36
H -2.22 4.10 -1.58
H -3.33 5.30 -0.85
H -3.89 4.45 -2.08
H -4.45 0.88 -0.11
H -2.96 0.75 0.20
C 1.29 6.34 -0.97
C 1.66 5.06 -1.70
C 1.13 3.72 -1.08
O 1.55 3.41 0.22
C 1.11 2.06 0.64
N 1.11 5.25 -3.00
H 1.74 7.21 -1.45
H 1.48 6.26 0.10
H 0.23 6.57 -1.06
H 2.70 5.12 -2.01
H 1.60 2.94 -1.69
H 0.05 3.60 -1.11
H 1.21 1.24 -0.07
H 0.06 2.13 0.94
H 1.62 1.77 1.56
H 1.25 6.21 -3.26
H 1.68 4.85 -3.73
C -1.62 1.13 -2.11
C -2.42 0.90 -3.43
C -3.76 1.52 -3.43
O -4.59 1.03 -2.38
C -5.77 1.81 -2.18
N -1.59 1.44 -4.46
H -2.20 1.46 -1.25
H -0.84 1.86 -2.32
H -1.05 0.24 -1.85
H -2.60 -0.18 -3.53
H -4.30 1.33 -4.36
H -3.72 2.61 -3.41
H -5.73 2.90 -2.24
H -6.22 1.54 -1.23
H -6.44 1.43 -2.96
H -2.00 1.63 -5.36
H -1.39 2.34 -4.06
C 3.65 -0.42 2.51
C 2.46 -1.23 2.97
C 2.86 -2.65 3.54
O 3.49 -3.51 2.53
C 3.89 -4.72 3.19
N 1.67 -0.37 3.85
H 4.12 -0.96 1.68
H 4.32 -0.28 3.36
H 3.19 0.50 2.17
H 1.83 -1.42 2.11
H 2.00 -3.10 4.04
H 3.61 -2.54 4.32
H 3.15 -5.30 3.74
H 4.55 -4.41 4.01
H 4.58 -5.30 2.57
H 1.45 0.44 3.29
H 2.11 -0.28 4.76
C 2.78 -2.72 -2.73
C 2.83 -1.23 -2.20
C 3.83 -1.05 -1.05
O 3.87 0.28 -0.54
C 5.23 0.83 -0.57
N 3.07 -0.35 -3.33
H 3.74 -3.04 -3.14
H 1.98 -2.84 -3.47
H 2.69 -3.46 -1.93
H 1.82 -1.17 -1.79
H 4.77 -1.43 -1.44
H 3.57 -1.74 -0.25
H 5.26 1.81 -0.10
H 5.51 1.18 -1.56
H 5.95 0.17 -0.07
H 3.00 0.46 -2.74
H 2.28 -0.20 -3.94
C 0.43 -5.34 1.49
O 1.24 -6.23 1.79
N 0.75 -4.15 1.29
N -0.87 -5.57 1.60
H 1.74 -3.93 1.33
H 0.08 -3.48 0.97
H -1.43 -4.77 1.34
H -1.14 -6.52 1.79
C -1.88 -2.15 4.57
O -2.94 -2.38 5.09
N -1.31 -2.71 3.61
N -0.96 -1.41 5.12
H -0.42 -2.35 3.28
H -1.61 -3.63 3.31
H -1.20 -0.92 5.97
H -0.04 -1.43 4.70
C -1.14 -3.49 -2.99
O -1.03 -3.91 -4.08
N -1.32 -2.26 -2.76
N -1.27 -4.22 -1.91
H -1.55 -2.11 -1.79
H -1.28 -1.52 -3.43
H -0.99 -3.71 -1.08
H -1.43 -5.22 -1.99


5
Properties=species:S:1:pos:R:3 method="wB97M-V/def2-TZVPD" homo_lumo_gap_ev="7.82 / 7.82" fmax_ha_per_bohr=0.0651 de_lowest_kcal_mol=101.38
N -0.34 0.49 -0.31
O 0.03 -0.77 -0.44
F 0.72 0.81 1.52
Cl 1.54 -1.12 -1.38
Br -1.96 0.59 0.61


51
Properties=species:S:1:pos:R:3 method="wB97M-V/def2-TZVPD" charge=-1 multiplicity=3 homo_lumo_gap_ev="2.51 / 5.50" fmax_ha_per_bohr=0.0701
Ag 11.57 -23.67 -22.29
C 14.92 -20.62 -20.99
C 13.47 -21.01 -21.16
O 13.25 -22.14 -21.94
H 15.31 -19.88 -21.69
H 15.59 -21.43 -21.28
H 15.15 -20.12 -20.05
H 12.93 -20.11 -21.44
H 13.13 -21.22 -20.15
C 13.37 -24.94 -26.33
C 12.02 -24.79 -25.67
O 11.84 -24.01 -24.47
H 14.16 -24.19 -26.19
H 13.29 -25.06 -27.41
H 13.78 -25.86 -25.92
H 11.71 -25.83 -25.68
H 11.31 -24.47 -26.43
C 9.98 -26.44 -22.71
O 9.74 -25.08 -22.33
C 8.46 -24.53 -22.72
C 8.45 -23.06 -22.01
N 9.75 -22.31 -22.35
C 9.63 -20.97 -21.74
C 8.83 -19.97 -22.66
O 9.35 -20.08 -23.92
C 10.68 -19.42 -24.15
H 10.19 -26.45 -23.78
H 9.24 -27.20 -22.44
H 10.92 -26.79 -22.29
H 7.55 -25.12 -22.68
H 8.54 -24.52 -23.81
H 8.09 -23.10 -20.98
H 7.66 -22.48 -22.49
H 9.66 -22.12 -23.34
H 10.68 -20.70 -21.64
H 9.12 -20.91 -20.78
H 8.84 -18.99 -22.18
H 7.77 -20.22 -22.62
H 10.75 -19.03 -25.17
H 11.53 -20.10 -24.19
H 10.87 -18.66 -23.40
C 13.15 -25.54 -19.97
C 11.84 -25.12 -19.23
O 11.06 -24.00 -19.90
O 13.03 -25.54 -21.42
H 13.66 -26.38 -19.51
H 14.01 -24.88 -19.80
H 12.06 -24.87 -18.19
H 11.16 -25.91 -18.93
H 10.33 -23.80 -19.31
H 13.83 -25.96 -21.73


15
Properties=species:S:1:pos:R:3 method="wB97M-V/def2-TZVPD" homo_lumo_gap_ev=9.48 fmax_ha_per_bohr=0.1857 de_lowest_kcal_mol=194.88
C 0.59 0.63 -0.36
C -1.23 -0.76 -0.66
C -1.73 -0.23 0.64
H 1.69 -1.14 0.98
H 2.22 1.42 1.00
H 0.09 2.52 -0.22
H 0.81 -1.39 -0.90
H -1.42 -0.38 -1.67
H -1.25 -1.96 -0.49
H -1.22 -0.47 1.75
N 1.91 0.83 0.11
N -0.34 1.53 -0.49
N 0.23 -0.66 -0.30
O 2.48 -0.47 0.26
O -2.83 0.51 0.35


90
Properties=species:S:1:pos:R:3 method="wB97M-V/def2-TZVPD" charge=+2 homo_lumo_gap_ev=1.50 fmax_ha_per_bohr=0.1155 de_lowest_kcal_mol=209.18
Hg 0.60 1.40 -2.96
Hg 0.46 3.99 1.35
C -0.70 0.40 0.59
O -0.20 0.77 1.64
O -0.06 -0.34 -0.13
O -1.18 1.34 0.01
C 1.29 -1.00 7.37
C -0.18 -0.93 7.03
O -0.36 -1.44 5.75
O 1.99 0.13 6.75
H 1.84 -1.91 7.10
H 1.50 -0.85 8.43
H -0.60 0.07 7.02
H -0.88 -1.43 7.71
H -0.15 -0.81 5.07
H 2.37 -0.16 5.92
C 1.91 -3.35 -4.30
C 1.91 -4.44 -3.18
O 0.71 -4.25 -2.39
O 2.15 -1.95 -3.88
H 0.97 -3.46 -4.84
H 2.76 -3.70 -4.89
H 2.86 -4.51 -2.64
H 1.73 -5.38 -3.70
H 0.72 -3.39 -1.95
H 3.05 -1.82 -3.56
C -0.18 -6.88 1.86
C -0.33 -5.51 2.55
O -1.60 -5.45 3.18
O -1.07 -6.99 0.79
H -0.50 -7.62 2.60
H 0.84 -7.13 1.59
H -0.38 -4.89 1.66
H 0.55 -5.14 3.07
H -1.53 -4.69 3.78
H -0.78 -6.42 0.08
C 5.71 -0.26 2.20
C 4.42 -0.93 1.79
O 3.45 -1.12 2.82
O 5.42 1.08 2.69
H 6.46 -0.35 1.41
H 6.19 -0.90 2.93
H 4.71 -1.87 1.34
H 4.03 -0.27 1.02
H 2.71 -0.63 2.46
H 4.77 1.42 2.08
C 2.68 5.25 4.77
C 2.23 6.61 4.23
O 1.75 6.55 2.95
O 1.79 4.24 4.37
H 2.76 5.28 5.86
H 3.64 5.00 4.31
H 3.08 7.29 4.17
H 1.45 7.08 4.82
H 1.64 7.46 2.65
H 2.00 3.54 4.99
C -4.96 -0.50 2.71
C -5.79 -0.26 1.44
O -5.11 -0.37 0.24
O -4.38 0.70 3.20
H -4.17 -1.22 2.49
H -5.54 -0.92 3.53
H -6.50 0.55 1.57
H -6.40 -1.17 1.36
H -4.33 0.18 0.30
H -3.53 0.75 2.75
C -3.21 3.09 -4.17
O -1.81 3.20 -4.52
C -1.63 3.86 -5.82
C -0.22 3.56 -6.27
N 0.27 2.18 -6.01
C -0.36 1.26 -6.96
C -1.71 0.64 -6.59
O -1.65 0.29 -5.20
C -2.64 -0.67 -4.93
H -3.72 4.01 -3.88
H -3.46 2.38 -3.39
H -3.72 2.71 -5.05
H -1.81 4.94 -5.79
H -2.36 3.49 -6.54
H 0.48 4.24 -5.79
H 0.01 3.85 -7.30
H 1.24 2.18 -6.30
H 0.38 0.46 -7.02
H -0.53 1.71 -7.93
H -1.81 -0.21 -7.26
H -2.60 1.22 -6.83
H -2.50 -1.66 -5.37
H -3.65 -0.32 -5.18
H -2.70 -0.88 -3.86